(1)
A structure of composition C33H36N4O4S3Tc in a non-equilibrium geometry. Source: the Open Molecules 2025 dataset; level of theory: ωB97M-V with the def2-TZVPD basis set.

Cartesian coordinates (Å):
Tc (0.383, 0.030, -0.532)
O (2.255, 0.556, -0.266)
C (3.183, -0.352, 0.268)
C (2.706, -1.776, 0.122)
C (3.529, -2.866, 0.368)
C (3.019, -4.141, 0.203)
C (1.704, -4.294, -0.219)
C (0.945, -3.164, -0.446)
N (1.437, -1.935, -0.272)
H (2.343, 1.931, 0.389)
H (3.355, -0.136, 1.330)
H (4.145, -0.240, -0.250)
H (4.547, -2.705, 0.691)
H (3.637, -5.006, 0.397)
H (1.267, -5.270, -0.364)
H (-0.095, -3.227, -0.742)
S (-0.412, 2.192, -0.715)
C (-0.359, 3.078, 0.829)
C (-1.592, 3.406, 1.383)
C (-1.676, 4.112, 2.572)
C (-0.514, 4.488, 3.223)
C (0.717, 4.167, 2.674)
C (0.822, 3.475, 1.470)
S (2.461, 3.269, 0.831)
H (-2.489, 3.086, 0.871)
H (-2.644, 4.354, 2.988)
H (-0.557, 5.027, 4.158)
H (1.627, 4.461, 3.178)
C (-6.289, 2.275, 1.846)
C (-5.338, 1.288, 1.229)
C (-5.099, 0.055, 1.822)
C (-4.219, -0.854, 1.250)
C (-3.571, -0.524, 0.076)
C (-3.794, 0.701, -0.536)
C (-4.675, 1.596, 0.042)
S (-2.463, -1.684, -0.674)
O (-1.976, -2.565, 0.362)
O (-3.101, -2.296, -1.805)
O (-1.347, -0.791, -1.183)
H (-6.631, 1.939, 2.823)
H (-7.165, 2.417, 1.211)
H (-5.813, 3.249, 1.968)
H (-5.601, -0.199, 2.746)
H (-4.021, -1.807, 1.720)
H (-3.267, 0.955, -1.443)
H (-4.846, 2.554, -0.431)
C (1.690, -1.101, -3.287)
C (2.070, -1.012, -4.786)
N (1.486, 0.174, -5.396)
C (0.040, 0.128, -5.220)
C (-0.329, 0.118, -3.719)
N (0.899, 0.081, -2.891)
C (1.703, 1.290, -3.201)
C (2.000, 1.357, -4.717)
H (2.578, -1.137, -2.655)
H (1.089, -1.988, -3.078)
H (1.714, -1.890, -5.328)
H (3.153, -0.963, -4.910)
H (-0.336, -0.768, -5.717)
H (-0.397, 0.990, -5.725)
H (-0.940, -0.742, -3.457)
H (-0.883, 1.012, -3.430)
H (2.614, 1.233, -2.609)
H (1.148, 2.160, -2.854)
H (3.073, 1.425, -4.901)
H (1.534, 2.234, -5.168)
C (-0.199, -0.059, 1.519)
C (0.698, -0.819, 2.424)
C (0.561, -2.201, 2.593)
C (1.436, -2.906, 3.394)
C (2.464, -2.237, 4.061)
C (2.584, -0.853, 3.941)
C (1.704, -0.157, 3.133)
C (3.394, -2.972, 4.860)
N (4.149, -3.573, 5.483)
H (-0.295, 0.957, 1.881)
H (-1.195, -0.508, 1.504)
H (-0.243, -2.712, 2.079)
H (1.331, -3.976, 3.513)
H (3.367, -0.334, 4.477)
H (1.809, 0.917, 3.025)

Atoms 1-2, force components in eV/Å:
Tc 0.416 -0.408 0.127
O -0.016 -0.709 -0.017

E_LUMO (spin up / spin down) in eV: -0.124 / -1.255
HOMO energy (spin up / spin down) in Ha: -0.300 / -0.300
Gap between HOMO and LUMO (spin up / spin down) in Ha: 0.295 / 0.254
2S+1: 4
E in eV: -83661.0935

=====

(2)
A structure of composition C33H37BeN4OSSb. Source: the Open Molecules 2025 dataset; level of theory: ωB97M-V with the def2-TZVPD basis set.

Cartesian coordinates (Å):
Be (-0.774, -0.087, 0.089)
N (-0.561, 0.881, 4.094)
C (-0.809, 0.258, 2.877)
S (0.497, -0.491, 2.043)
N (-2.050, 0.261, 2.472)
N (-2.131, -0.349, 1.233)
C (-3.118, -1.128, 1.017)
C (-3.231, -1.896, -0.206)
C (-4.402, -2.607, -0.473)
C (-4.529, -3.414, -1.587)
C (-3.437, -3.522, -2.454)
C (-2.263, -2.844, -2.211)
C (-2.110, -1.997, -1.085)
O (-1.000, -1.372, -0.891)
H (0.372, 1.266, 4.126)
H (-1.270, 1.571, 4.306)
H (-3.870, -1.249, 1.799)
H (-5.227, -2.513, 0.227)
H (-5.448, -3.952, -1.781)
H (-3.512, -4.153, -3.334)
H (-1.416, -2.927, -2.881)
C (-1.157, 3.163, -2.156)
C (-1.493, 2.244, -0.971)
C (-1.945, 3.121, 0.213)
C (-2.715, 1.436, -1.455)
N (-0.400, 1.354, -0.574)
H (-1.976, 3.873, -2.325)
H (-1.020, 2.577, -3.066)
H (-0.245, 3.726, -1.997)
H (-2.758, 3.805, -0.068)
H (-1.104, 3.709, 0.585)
H (-2.286, 2.486, 1.034)
H (-3.488, 2.106, -1.852)
H (-3.166, 0.859, -0.651)
H (-2.411, 0.748, -2.247)
C (4.639, 0.253, -1.944)
C (5.201, 1.237, -0.944)
C (6.584, 1.265, -0.754)
C (7.169, 2.154, 0.141)
C (6.347, 3.017, 0.850)
C (4.968, 2.974, 0.649)
C (4.330, 2.103, -0.245)
Sb (1.708, 1.628, -0.410)
C (1.968, 2.382, -2.460)
C (1.359, 1.505, -3.367)
C (1.529, 1.616, -4.737)
C (2.322, 2.638, -5.244)
C (2.933, 3.514, -4.365)
C (2.784, 3.396, -2.978)
C (3.538, 4.388, -2.127)
C (1.702, 3.294, 1.046)
C (2.107, 2.790, 2.291)
C (2.172, 3.573, 3.431)
C (1.835, 4.919, 3.358)
C (1.455, 5.444, 2.138)
C (1.385, 4.656, 0.983)
C (0.961, 5.351, -0.286)
H (5.417, -0.405, -2.343)
H (4.167, 0.771, -2.783)
H (3.863, -0.366, -1.487)
H (7.215, 0.580, -1.316)
H (8.246, 2.167, 0.281)
H (6.775, 3.722, 1.558)
H (4.364, 3.675, 1.227)
H (0.718, 0.723, -2.968)
H (1.041, 0.914, -5.405)
H (2.466, 2.748, -6.313)
H (3.560, 4.312, -4.753)
H (3.325, 5.411, -2.455)
H (4.614, 4.219, -2.211)
H (3.296, 4.285, -1.075)
H (2.385, 1.743, 2.362)
H (2.501, 3.138, 4.370)
H (1.881, 5.552, 4.238)
H (1.205, 6.500, 2.062)
H (-0.100, 5.613, -0.255)
H (1.126, 4.722, -1.152)
H (1.533, 6.272, -0.427)

Atoms 1-2, force components in eV/Å:
Be -0.006 -0.038 -0.004
N -0.016 0.027 -0.022

Net charge: -2
E_LUMO in eV: 4.666
HOMO energy in Ha: -0.027
Gap between HOMO and LUMO in Ha: 0.199
E in eV: -60606.2885

=====

(3)
A structure of composition C33H37N9O7S2Ta in a non-equilibrium geometry. Source: the Open Molecules 2025 dataset; level of theory: ωB97M-V with the def2-TZVPD basis set.

Cartesian coordinates (Å):
Ta (-0.376, 0.744, 0.941)
C (3.524, 2.032, 2.735)
C (4.273, 0.856, 2.805)
C (3.769, -0.312, 2.283)
C (2.457, -0.269, 1.804)
N (1.748, 0.894, 1.639)
C (2.324, 2.065, 2.053)
C (1.735, -1.431, 1.393)
C (2.369, -2.664, 1.310)
C (1.766, -3.703, 0.643)
C (0.502, -3.482, 0.105)
C (-0.131, -2.290, 0.252)
C (0.461, -1.180, 0.800)
H (3.910, 2.939, 3.214)
H (5.268, 0.881, 3.269)
H (4.394, -1.209, 2.309)
H (1.752, 2.988, 1.915)
H (3.323, -2.861, 1.841)
H (2.262, -4.700, 0.664)
H (0.042, -4.326, -0.406)
H (-1.137, -2.232, -0.163)
C (-3.003, 2.883, 1.234)
O (-2.323, 1.624, 1.639)
C (-3.258, 0.775, 2.345)
C (-3.694, -0.195, 1.276)
O (-2.517, -0.419, 0.477)
C (-3.004, -1.023, -0.751)
H (-3.959, 2.558, 0.859)
H (-2.401, 3.419, 0.486)
H (-3.061, 3.624, 2.085)
H (-4.106, 1.410, 2.648)
H (-2.775, 0.369, 3.218)
H (-4.516, 0.211, 0.637)
H (-4.067, -1.128, 1.649)
H (-3.326, -2.083, -0.608)
H (-2.172, -1.084, -1.400)
H (-3.766, -0.425, -1.235)
N (-0.592, -2.256, 3.541)
C (-0.140, -1.031, 3.804)
N (-0.424, 0.090, 3.168)
C (-0.087, 1.171, 4.061)
C (-0.359, 2.521, 3.746)
C (0.142, 3.493, 4.614)
C (0.849, 3.081, 5.768)
C (1.143, 1.759, 6.094)
C (0.617, 0.810, 5.183)
S (0.939, -0.928, 5.193)
H (-0.922, -2.362, 2.593)
H (-0.254, -3.115, 3.967)
H (-0.976, 2.787, 2.879)
H (0.010, 4.528, 4.445)
H (1.296, 3.871, 6.440)
H (1.773, 1.553, 6.940)
C (-0.076, -4.751, -5.335)
C (-1.102, -4.049, -4.489)
S (-0.358, -2.716, -3.588)
O (-1.308, -2.030, -2.737)
O (0.892, -3.077, -2.993)
C (0.034, -1.630, -4.972)
C (0.994, -0.535, -4.456)
N (0.455, 0.259, -3.353)
C (0.751, 0.081, -2.041)
N (-0.258, 0.493, -1.270)
C (-1.223, 1.030, -2.118)
C (-0.768, 0.866, -3.363)
N (-1.400, 1.372, -4.570)
O (-2.543, 1.776, -4.447)
O (-0.631, 1.482, -5.503)
C (2.117, -0.242, -1.630)
H (-0.466, -5.702, -5.726)
H (0.866, -5.037, -4.810)
H (0.162, -4.123, -6.184)
H (-1.624, -4.723, -3.810)
H (-1.899, -3.592, -5.103)
H (-0.820, -1.288, -5.549)
H (0.577, -2.260, -5.683)
H (1.226, 0.213, -5.200)
H (1.910, -1.020, -4.126)
H (-2.118, 1.554, -1.799)
H (2.397, 0.367, -0.776)
H (2.837, 0.031, -2.386)
H (2.234, -1.290, -1.426)
O (0.005, 2.518, 0.254)
N (0.875, 2.867, -0.728)
C (0.724, 4.029, -1.263)
C (1.644, 4.445, -2.288)
N (2.166, 4.937, -3.160)
C (-0.339, 4.903, -0.911)
N (-1.238, 5.612, -0.860)

Atoms 1-2, force components in eV/Å:
Ta -0.496 0.299 0.607
C 0.140 0.752 0.074

Net charge: +3
E_LUMO in eV: -10.247
HOMO energy in Ha: -0.611
Gap between HOMO and LUMO in Ha: 0.234
E in eV: -85756.5904